1.
{"formula": "C15H13N4O7", "method": "ωB97M-V/def2-TZVPD", "gap_ev": 2.967, "total_charge": -1, "e_homo_ev": -2.178, "e_above_lowest_kj_mol": 403.9, "elements": ["O", "O", "O", "O", "O", "O", "O", "N", "N", "N", "N", "C", "C", "C", "C", "C", "C", "C", "C", "C", "C", "C", "C", "C", "C", "C", "H", "H", "H", "H", "H", "H", "H", "H", "H", "H", "H", "H", "H"], "positions_angstrom": [[2.174935, 2.708605, -2.609598], [-0.746322, 0.341157, -5.247904], [-1.167005, 6.328050, -1.768024], [3.972144, 3.146835, -1.511903], [1.176513, -3.073631, 2.440820], [0.797746, -0.954013, 2.402249], [-2.139616, -1.297839, -5.236368], [2.812708, 2.929228, -1.409010], [0.649286, -2.064373, 2.866465], [0.708325, 4.967961, -2.317335], [-1.293865, -0.593988, -4.708916], [-0.180366, -1.560410, -0.755982], [-1.259824, -3.559041, 5.697379], [-0.251675, -2.198330, 4.030800], [0.391291, -0.462607, -1.382355], [-0.906873, -0.917353, -3.320306], [-0.887416, -1.066878, 4.506027], [-1.908525, -2.437667, 6.197887], [-0.420746, -3.446117, 4.600186], [-1.724977, -1.196710, 5.602750], [1.667490, 5.058107, -3.469740], [2.371921, 3.754171, -3.675070], [-1.497278, -2.014872, -2.716656], [-1.125963, -2.332615, -1.421160], [0.029560, -0.128030, -2.679194], [-0.225536, 5.676549, -2.087611], [-0.726709, -0.114317, 4.023698], [-1.574620, -3.186991, -0.930750], [-2.560708, -2.531549, 7.056337], [2.046280, 3.190923, -4.552133], [2.423409, 5.785874, -3.150914], [-2.233483, -0.324888, 5.991378], [-1.405642, -4.525182, 6.161475], [0.469554, 0.734571, -3.162034], [-2.227650, -2.598017, -3.256311], [0.094973, -4.300781, 4.189023], [3.446733, 3.928221, -3.785805], [1.120386, 0.147408, -0.865523], [0.111548, -1.811458, 0.254129]], "forces_ev_per_a": [[-0.1, 0.4, 0.7], [0.0, 0.0, 0.0], [0.0, 0.0, 0.0], [0.0, 0.6, -0.1], [0.0, 0.0, 0.0], [0.1, 0.0, 0.0], [0.0, 0.0, 0.0], [-0.1, -1.0, -0.2], [-0.1, 0.0, 0.1], [-0.2, 0.4, -1.0], [0.0, 0.0, 0.0], [-0.1, 0.0, -0.1], [0.0, 0.0, 0.0], [0.1, 0.0, 0.0], [0.0, 0.0, 0.1], [0.0, 0.0, 0.0], [0.0, 0.0, 0.0], [0.0, 0.0, 0.0], [0.0, 0.0, 0.0], [0.0, 0.0, 0.0], [0.5, -0.1, 0.6], [0.2, 0.0, -0.6], [0.0, 0.0, 0.0], [0.0, 0.0, 0.0], [0.1, 0.1, 0.0], [-0.1, -0.1, 0.4], [0.0, 0.0, 0.0], [0.0, 0.0, 0.0], [0.0, 0.0, 0.0], [-0.2, -0.2, 0.2], [-0.1, 0.0, 0.2], [0.0, 0.0, 0.0], [0.0, 0.0, 0.0], [0.0, 0.0, 0.0], [0.0, 0.0, 0.0], [0.0, 0.0, 0.0], [0.0, 0.0, -0.2], [0.0, 0.0, 0.0], [0.0, 0.0, -0.1]], "lowdin_charge": [-0.193, 0.091, 0.044, -0.010, 0.075, 0.082, 0.050, -0.089, -0.350, 0.056, -0.355, -0.067, -0.071, -0.142, -0.041, -0.145, 0.003, -0.077, -0.006, -0.065, -0.248, -0.285, -0.019, -0.075, 0.017, -0.402, 0.123, 0.101, 0.105, 0.074, 0.008, 0.108, 0.105, 0.113, 0.111, 0.118, 0.072, 0.111, 0.071]}

=====

2.
{"formula": "C15H13N4O9RuS3", "method": "ωB97M-V/def2-TZVPD", "gap_ev": [6.279, 6.194], "spin_multiplicity": 2, "total_charge": -2, "e_homo_ev": [-2.107, -2.020], "e_above_lowest_kj_mol": 214.3, "elements": ["Ru", "S", "S", "S", "O", "O", "O", "O", "O", "O", "O", "O", "O", "N", "N", "N", "N", "C", "C", "C", "C", "C", "C", "C", "C", "C", "C", "C", "C", "C", "C", "C", "H", "H", "H", "H", "H", "H", "H", "H", "H", "H", "H", "H", "H"], "positions_angstrom": [[-0.731717, -1.204400, 0.664317], [-2.417328, -3.418392, 1.516774], [-1.380162, 0.688220, 1.904118], [1.100210, -0.452141, 1.897609], [-2.044188, -0.202024, -0.806534], [-2.117024, -3.203320, 0.095233], [-2.034627, -2.171916, 2.248603], [2.457582, -1.185206, -4.588336], [0.808865, 1.308996, -0.767504], [0.822284, -2.892764, 0.837088], [-2.225372, 0.373043, -2.972000], [-3.756835, -3.890047, 1.789206], [2.231674, -4.175880, -0.357715], [3.202236, 2.293395, 3.721899], [0.110781, -1.576256, -1.254935], [-0.816313, 3.990713, 3.742032], [0.070295, 3.407557, -0.256308], [2.051593, -2.173072, -2.479758], [1.647899, -1.314137, -3.494065], [0.989546, 2.418252, -0.312090], [0.441228, -0.637522, -3.398779], [0.392421, 4.685987, 0.329000], [0.716284, 2.019758, 3.116688], [2.088485, 2.154146, 3.445091], [-0.137958, 3.097669, 3.458834], [-1.326461, -4.677048, 2.110427], [1.239255, -2.272878, -1.371071], [-1.651821, -0.143299, -2.013558], [0.224824, 0.903916, 2.426732], [-1.289415, 3.183449, -0.703653], [1.475995, -3.220596, -0.204587], [-0.302958, -0.799616, -2.249671], [-1.583307, -5.601278, 1.596184], [0.064050, 0.019214, -4.173238], [-1.481583, 3.705743, -1.647019], [-0.301871, -4.381868, 1.897994], [-1.980755, 3.547305, 0.058334], [2.957370, -2.757952, -2.540154], [1.957232, 2.717800, 0.128120], [1.404869, 4.659434, 0.731701], [-1.457330, 2.118976, -0.843280], [0.331962, 5.488329, -0.416182], [2.037009, -0.567428, -5.196251], [-1.497624, -4.777400, 3.180667], [-0.289302, 4.914540, 1.150035]], "forces_ev_per_a": [[0.3, -1.2, 0.2], [-0.2, 0.3, -0.4], [-0.2, 0.3, -0.2], [0.4, 0.4, -0.1], [-0.4, -0.2, 0.1], [-0.1, -0.3, 0.0], [0.0, -0.2, 0.0], [0.0, 0.0, 0.0], [0.1, 0.1, -0.4], [-0.6, -0.5, 0.0], [0.0, 0.1, 0.0], [0.0, 0.1, 0.2], [0.1, 0.1, 0.0], [0.0, 0.0, 0.0], [0.7, 1.2, 0.3], [0.0, 0.0, 0.0], [0.1, 0.0, 0.0], [-0.1, -0.1, 0.0], [0.0, 0.0, -0.1], [0.0, 0.0, 0.2], [-0.1, -0.2, 0.0], [0.0, 0.0, 0.0], [0.0, 0.0, 0.0], [0.0, 0.0, 0.0], [0.0, 0.0, 0.1], [0.0, -0.1, 0.1], [-0.1, -0.3, 0.0], [0.1, 0.1, 0.0], [0.0, 0.1, 0.1], [0.0, 0.0, 0.0], [0.1, 0.2, 0.0], [-0.1, -0.1, 0.0], [0.0, 0.0, 0.0], [0.0, 0.0, 0.0], [0.0, 0.0, 0.0], [0.0, 0.0, 0.0], [0.0, 0.0, 0.0], [0.0, 0.0, 0.0], [0.0, 0.0, 0.0], [0.0, 0.0, 0.0], [0.0, 0.0, 0.0], [0.0, 0.0, 0.0], [0.0, 0.0, 0.0], [0.0, 0.0, 0.0], [0.0, 0.0, 0.0]], "lowdin_charge": [1.006, 0.397, 0.679, 0.692, -0.167, -0.392, -0.484, 0.049, -0.010, -0.221, 0.014, -0.350, 0.023, 0.104, 0.048, 0.113, -0.178, 0.073, -0.282, -0.345, 0.056, -0.076, -0.393, -0.284, -0.287, -0.155, -0.149, -0.631, -1.114, -0.043, -0.612, -0.176, 0.059, 0.125, 0.088, 0.037, 0.088, 0.127, 0.137, 0.082, 0.050, 0.078, 0.098, 0.059, 0.067]}

=====

3.
{"formula": "C15H13N5O4PdS", "method": "ωB97M-V/def2-TZVPD", "gap_ev": [8.442, 5.101], "spin_multiplicity": 5, "total_charge": 2, "e_homo_ev": [-15.635, -15.548], "e_above_lowest_kj_mol": 96.8, "elements": ["Pd", "S", "O", "O", "O", "O", "N", "N", "N", "N", "N", "C", "C", "C", "C", "C", "C", "C", "C", "C", "C", "C", "C", "C", "C", "C", "H", "H", "H", "H", "H", "H", "H", "H", "H", "H", "H", "H", "H"], "positions_angstrom": [[-0.419546, 0.081764, -0.067521], [-1.262546, 0.411264, 2.274279], [-2.110646, 1.240664, -0.716621], [0.259454, -2.022436, 0.367579], [-0.148246, -4.176036, -0.147821], [-4.333946, 1.274464, -1.018021], [-1.082746, 2.733064, 3.488879], [1.466154, 0.053364, -1.152921], [-2.080946, -1.335936, -0.493121], [0.614954, 2.270164, 1.983679], [1.069754, 1.546564, 0.932479], [-0.545146, 1.924864, 2.592379], [-1.938946, -2.623136, -0.241821], [-0.405846, -3.021236, 0.025679], [-3.290246, -0.816236, -0.604021], [2.779354, -0.906736, -2.878621], [3.736854, 0.691164, -1.370821], [3.383954, 2.433064, 1.028579], [1.579754, -0.756336, -2.189321], [-4.286946, -2.943436, -0.262821], [-3.271446, 0.763164, -0.819321], [-4.437646, -1.578536, -0.486021], [2.509654, 0.775964, -0.713321], [-3.011046, -3.489436, -0.147021], [3.871454, -0.165536, -2.453321], [2.273154, 1.619564, 0.468979], [4.570054, 1.289264, -1.041021], [-5.410046, -1.114136, -0.552521], [1.119754, 3.103164, 2.287279], [2.849454, -1.581036, -3.719021], [-1.931646, 2.456064, 3.964279], [-5.156546, -3.577736, -0.168921], [3.662754, 3.231564, 0.339279], [-0.686346, 3.626264, 3.750879], [3.147454, 2.874164, 1.992679], [-2.857046, -4.544036, 0.028679], [0.688254, -1.301536, -2.491121], [4.822254, -0.250536, -2.958821], [4.263054, 1.804464, 1.168279]], "forces_ev_per_a": [[-0.7, 0.4, -0.5], [-0.2, -0.2, 0.0], [2.4, 1.4, 0.4], [0.5, -1.1, 0.0], [0.3, -2.7, -0.5], [0.0, 0.7, -0.2], [0.2, 0.0, 0.0], [-0.3, 0.0, 0.4], [0.8, -0.1, 0.2], [0.0, 0.8, 0.7], [0.1, -0.5, -0.8], [0.3, 0.0, -0.2], [-0.3, -1.0, -0.1], [-0.8, 4.4, 0.8], [0.0, 1.5, -0.2], [0.1, 0.2, 0.2], [-0.5, 0.2, 0.4], [0.0, 0.1, 0.1], [0.2, -0.3, -0.5], [-0.1, 0.4, 0.0], [-2.0, -3.0, 0.4], [0.0, -0.5, 0.0], [0.4, -0.4, -0.7], [0.5, -0.1, 0.0], [-0.2, -0.2, -0.2], [-0.7, 0.2, 0.6], [0.1, 0.0, 0.0], [0.0, 0.1, -0.1], [-0.2, -0.2, -0.2], [0.0, 0.0, 0.0], [0.1, 0.0, -0.1], [0.0, -0.1, 0.0], [0.0, 0.0, 0.0], [0.0, -0.1, -0.1], [0.0, 0.0, 0.0], [0.0, 0.0, 0.0], [0.1, 0.1, 0.1], [0.0, 0.0, 0.0], [0.0, 0.0, 0.0]], "lowdin_charge": [1.073, 0.839, -0.077, -0.025, 0.371, 0.164, 0.169, 0.004, 0.054, 0.022, 0.008, -0.730, -0.127, -0.484, -0.134, 0.015, 0.041, 0.020, -0.082, 0.030, -0.591, 0.066, -0.189, 0.048, 0.012, -0.202, 0.126, 0.143, 0.172, 0.131, 0.134, 0.136, 0.121, 0.146, 0.084, 0.139, 0.129, 0.135, 0.111]}

=====

4.
{"formula": "C15H13N5O4RuS", "method": "ωB97M-V/def2-TZVPD", "gap_ev": [6.970, 6.679], "total_charge": 2, "e_homo_ev": [-16.070, -15.922], "e_above_lowest_kj_mol": 197.2, "elements": ["Ru", "S", "O", "O", "O", "O", "N", "N", "N", "N", "N", "C", "C", "C", "C", "C", "C", "C", "C", "C", "C", "C", "C", "C", "C", "C", "H", "H", "H", "H", "H", "H", "H", "H", "H", "H", "H", "H", "H"], "positions_angstrom": [[0.732536, 0.244183, -0.196032], [-0.430263, 1.025211, -2.049870], [-1.114733, -0.380593, 1.860095], [-0.735279, -1.500578, 3.793242], [2.533641, -2.704239, -2.218901], [1.846312, -0.750670, -1.348869], [-1.537397, 2.000462, 0.105292], [-0.508282, 1.380389, 0.695494], [-2.536545, 2.639881, -1.875782], [0.592171, -1.862167, 0.564174], [1.640370, 0.602734, 1.626593], [0.037398, -2.367526, 1.697569], [1.487108, -4.046422, 0.126858], [-1.689210, 1.654078, 2.988741], [2.540567, 0.911200, 4.197817], [0.921563, -4.546157, 1.277394], [-0.648462, -1.415735, 2.611908], [-1.599849, 1.956022, -1.242734], [1.973115, -2.109759, -1.360927], [3.424547, 0.615629, 3.178698], [2.942272, 0.467590, 1.888096], [0.192783, -3.681120, 2.082070], [1.183748, 1.065594, 3.913614], [1.313125, -2.706762, -0.182809], [-0.674559, 0.951941, 2.133414], [0.768093, 0.907783, 2.618415], [2.071569, -4.658423, -0.546921], [-3.222102, 3.209156, -1.402469], [-2.190730, 2.526089, 0.675247], [-1.761007, 1.119036, 3.934790], [-0.262625, -4.012855, 3.005452], [1.052455, -5.582732, 1.557785], [-2.677300, 1.603337, 2.529215], [3.591142, 0.256111, 1.048808], [0.475330, 1.294622, 4.697365], [-2.586032, 2.602818, -2.883285], [2.894864, 1.025931, 5.213823], [4.482875, 0.500659, 3.365611], [-1.412238, 2.692192, 3.186613]], "forces_ev_per_a": [[0.5, 0.3, 0.8], [0.2, 0.1, -0.5], [-0.6, 0.0, 0.4], [0.0, 0.0, 0.0], [0.1, -0.1, 0.1], [-0.3, -0.5, -0.7], [0.1, 0.3, 0.0], [-0.2, -1.2, 0.2], [0.0, -0.1, 0.0], [0.2, 0.2, 0.3], [-0.2, -0.2, 0.2], [0.2, 0.2, -0.2], [0.1, 0.0, -0.2], [0.2, 0.4, -0.1], [0.0, 0.0, 0.1], [-0.1, -0.1, 0.2], [0.1, 0.1, -0.2], [-0.1, 0.1, 0.1], [0.2, 0.8, -0.4], [0.1, 0.0, 0.0], [-0.1, 0.1, -0.1], [0.0, -0.2, 0.0], [0.1, 0.1, 0.1], [-0.3, -0.2, 0.5], [0.1, -0.1, -0.4], [0.1, 0.0, -0.2], [0.0, 0.0, 0.0], [0.0, 0.0, 0.0], [0.0, 0.0, 0.0], [0.0, 0.0, 0.0], [0.0, 0.1, 0.0], [0.0, 0.0, 0.0], [0.0, 0.0, 0.0], [0.0, -0.1, 0.0], [0.0, 0.0, 0.0], [0.0, 0.0, 0.0], [0.0, 0.0, 0.0], [0.0, 0.0, 0.0], [0.0, 0.0, 0.0]], "lowdin_charge": [1.291, 0.840, 0.021, 0.223, 0.216, -0.252, 0.039, -0.141, 0.171, 0.109, -0.027, -0.123, 0.068, 0.036, 0.024, 0.035, -0.406, -0.728, -0.490, 0.009, -0.045, 0.063, 0.043, -0.156, -0.410, -0.184, 0.149, 0.144, 0.173, 0.113, 0.147, 0.140, 0.105, 0.136, 0.140, 0.136, 0.138, 0.134, 0.118]}